Below is a cluster of 9 separate species, C68H70ClF8N3O10P in total at a distorted geometry, with properties calculated with ωB97M-V with the def2-TZVPD basis set.

As for the spin multiplicity: 1. The net charge is +1. Its HOMO-LUMO gap is 5.55 eV. The molar mass comes out at 1307.7 g/mol.

Each line ends with the Mulliken charge.
Cartesian coordinates (Å):
O -3.631 -3.562 -0.560  -0.288
C -12.977 -3.163 8.028  -0.370
O -4.478 -6.086 -0.975  -0.448
C -3.617 -2.493 1.714  -1.094
H 0.134 0.553 0.412  0.403
C 6.214 7.110 2.915  -0.269
C 13.185 -7.793 -2.970  -0.494
F 4.626 -1.398 -3.420  -0.285
C 3.929 11.776 -0.914  0.465
H 7.149 6.069 0.338  0.269
H -2.727 -4.389 1.191  0.106
Cl -9.200 2.452 0.041  -0.127
H 6.280 3.757 0.614  0.471
C 13.937 -8.488 -2.034  -0.353
H 5.233 10.797 3.504  0.380
H -12.978 -0.754 5.010  0.407
C 3.291 14.071 -0.802  -0.341
H 12.646 -7.161 0.802  0.355
H 2.335 -2.829 -1.130  0.505
C -4.356 0.997 0.558  -0.324
C -13.626 -3.517 6.854  -0.457
C -13.612 -2.639 5.790  0.413
H 4.887 -5.233 -2.105  0.462
H -9.331 -0.696 -2.669  0.220
C 6.361 7.676 4.173  -0.553
C 13.744 -8.262 -0.678  -0.512
C 7.221 3.941 0.111  -0.394
H 5.586 -3.384 -3.614  0.416
C 4.852 2.207 -3.256  -0.628
C -11.666 -2.124 -0.116  0.319
F 11.525 -6.190 -3.438  -0.253
O -12.515 -2.463 -0.883  -0.526
C 6.776 -6.219 -2.242  0.482
H -10.630 0.401 -0.100  0.467
H 7.855 -3.384 -4.591  0.388
H -5.380 -3.749 -2.765  0.564
H -9.662 0.998 -2.386  0.562
H -1.958 -3.009 0.453  0.237
C 2.643 13.942 -2.023  -0.547
C -0.236 0.247 -0.571  -0.328
C -6.652 1.584 0.273  0.297
C 4.365 0.919 -3.092  -0.134
C -7.908 1.382 -0.329  1.073
C 6.296 0.047 -4.243  -0.185
C 12.800 -7.335 -0.255  -0.343
H -13.534 -2.580 2.767  0.068
C -3.554 -7.067 1.119  -0.961
C 8.437 -5.209 -3.625  -0.247
H -3.917 0.004 0.705  -0.375
C -3.482 1.750 -0.455  0.711
H -6.848 -2.683 -0.378  0.510
C -10.520 -0.292 -0.938  -0.562
H -2.921 -1.676 1.947  0.350
H -11.833 -1.660 9.044  0.369
H 3.427 0.734 -2.585  0.537
C 7.952 2.877 -0.381  0.231
H 2.069 -1.817 3.005  0.435
C -1.331 1.151 -1.108  0.615
H -13.949 -1.812 1.222  0.306
F -14.239 -2.983 4.644  -0.344
H 6.119 9.440 5.369  0.377
H -2.448 -5.938 -0.378  0.275
H -7.755 -1.619 -3.061  0.585
N -5.744 -0.259 -0.856  -0.972
H 8.731 -7.035 -2.517  0.462
F 5.585 7.340 0.654  -0.336
C 3.295 11.630 -2.130  -0.568
H 4.439 13.057 0.717  0.406
C -9.370 0.060 -1.889  -1.859
C 3.935 12.979 -0.238  -0.360
H 5.762 -1.239 0.898  0.475
C 5.097 -0.141 -3.587  0.242
O -3.998 2.244 -1.419  -0.514
C -12.973 -1.417 5.866  -0.359
C -6.946 -1.684 -2.341  -0.908
H -3.739 -3.034 2.656  0.414
C -12.334 -1.063 7.046  -0.320
H -3.026 -7.511 -0.889  0.362
H -11.162 -2.976 1.752  0.287
C -3.306 -6.617 -0.324  -0.307
H 7.709 1.501 -4.931  0.402
P -4.884 -4.581 -0.537  0.929
C 5.724 7.887 1.884  0.267
H 4.995 9.788 1.246  0.694
O -5.597 -4.638 0.746  -0.699
C -8.058 0.330 -1.211  0.408
C 2.092 -2.357 0.939  0.081
C 7.551 -4.184 -3.928  -0.706
C 6.054 2.416 -3.918  -0.581
H -4.382 -7.775 1.181  0.315
H -7.992 -3.379 -1.516  0.387
F 0.794 -2.752 0.951  -0.201
H 11.317 -5.898 -0.878  0.427
H 9.430 -5.212 -4.053  0.446
H 14.675 -9.207 -2.364  0.359
H 9.705 2.214 -1.403  0.460
C 8.051 -6.232 -2.772  -0.605
H 9.290 6.446 -0.836  0.418
C 6.008 9.001 4.386  -0.495
N -6.583 2.186 2.558  0.286
H 4.708 -2.091 -1.166  0.455
H 3.314 10.672 -2.634  0.399
H 6.846 -0.809 -4.613  0.351
C -6.988 -2.955 -1.427  -0.538
H 4.295 3.049 -2.866  0.401
C 3.991 -1.478 2.085  -0.369
O -10.414 -1.658 -0.537  -0.146
H -11.837 -0.105 7.122  0.355
H 13.315 -7.962 -4.031  0.403
O -1.442 1.307 -2.287  -0.456
H 6.752 7.081 4.988  0.368
C -6.890 -0.471 -1.429  -0.118
C -11.855 -2.200 1.409  -0.114
O -7.620 2.363 2.981  -0.152
C -13.322 -2.575 1.696  -0.826
H 6.476 6.075 2.732  0.350
C 6.774 1.337 -4.412  -0.575
H -11.444 -0.204 -1.530  0.489
C 12.052 -6.630 -1.187  -0.239
C 5.880 -5.210 -2.536  -0.710
H -0.615 -0.778 -0.495  -0.104
H 0.597 0.244 -1.273  0.091
H -5.987 -1.673 -2.869  0.630
C -2.934 -3.440 0.696  0.188
F 6.397 -7.214 -1.417  -0.317
F 7.481 1.624 -0.222  -0.286
H 10.570 4.524 -1.717  0.396
C 4.727 -1.554 0.911  -0.894
C 9.154 3.069 -1.033  -0.451
C -12.334 -1.936 8.125  -0.514
H -11.591 -1.225 1.834  0.244
O -2.154 1.796 -0.152  -0.326
C 6.273 -4.183 -3.382  -0.058
H 6.431 3.422 -4.046  0.431
H -13.554 -3.528 1.221  0.320
F 4.562 10.712 -0.369  -0.241
H -2.651 -7.581 1.472  0.374
H 2.136 12.620 -3.635  0.358
H 4.452 -1.107 2.991  0.400
C 12.255 -6.872 -2.531  0.283
C 4.136 -2.035 -0.250  -0.135
C 8.913 5.440 -0.707  -0.754
O -6.504 2.609 1.115  -0.344
H 3.294 15.022 -0.287  0.357
C 9.633 4.360 -1.201  -0.414
H -4.416 1.453 1.543  0.484
H -12.974 -3.844 8.868  0.362
C 2.662 -1.877 2.100  -0.583
C 7.708 5.230 -0.049  0.079
N -5.682 0.765 -0.049  1.028
H 2.138 14.793 -2.460  0.364
H -6.552 -4.927 -2.150  0.409
C 2.643 12.721 -2.685  -0.346
H 14.329 -8.807 0.051  0.367
C -5.975 -4.032 -1.892  -1.208
C 5.511 9.765 3.337  -0.437
H -14.139 -4.465 6.761  0.415
C 5.372 9.208 2.074  -0.307
H -3.735 -6.230 1.798  0.263
H -4.574 -2.093 1.377  0.097
C 2.810 -2.444 -0.237  -0.175